The following is a DFT calculation (the ωB97M-V functional and the def2-TZVPD basis) of a 15-piece molecular cluster, C81H180F30N10O3P5 overall at a distorted geometry.

XYZ file:
```
309
Properties=species:S:1:pos:R:3:forces:R:3:lowdin_charge:R:1
C -6.661 -33.041 4.412 -0.3686 0.0404 -0.6228 -0.092
C -5.702 -33.793 5.315 0.0207 -0.0366 0.5826 -0.228
C -4.340 -33.240 5.105 1.1648 0.8550 0.8086 -0.159
N -3.291 -33.625 6.160 -0.4926 -0.7066 2.2364 -0.190
C -1.917 -33.045 5.777 -0.0229 -1.6204 -1.0758 -0.121
C -0.704 -33.549 6.598 -1.2002 0.0456 -0.2988 -0.139
C -0.725 -35.084 6.882 0.8333 0.8862 -0.2244 -0.175
C -2.069 -35.652 7.292 0.1913 0.2345 0.0400 -0.166
C -3.187 -35.213 6.321 0.2806 1.1952 0.6312 -0.055
C -3.690 -33.000 7.600 1.6164 0.1335 -2.5094 0.080
H -6.614 -31.959 4.534 0.4360 0.1675 0.3321 0.074
H -7.711 -33.263 4.598 0.1099 -0.5320 -0.1245 0.083
H -6.426 -33.197 3.359 -0.1528 -0.2522 0.0252 0.056
H -5.530 -34.846 5.096 -1.2684 -0.1948 0.0319 0.092
H -6.048 -33.628 6.336 0.0919 -0.3575 0.1882 0.111
H -4.345 -32.154 5.191 0.1407 0.1012 -0.5320 0.132
H -4.028 -33.583 4.118 0.6039 0.3368 0.0946 0.127
H -1.784 -33.432 4.767 -0.0851 -0.1343 -0.1536 0.102
H -1.939 -31.970 5.596 -0.4113 0.0328 0.6384 0.131
H 0.159 -33.330 5.969 0.0622 0.1049 0.1140 0.119
H -0.634 -32.894 7.466 0.2543 -0.4767 0.4038 0.109
H -0.363 -35.624 6.007 -0.2868 0.1662 -0.4931 0.104
H 0.106 -35.270 7.563 -0.3878 -0.1423 0.5529 0.118
H -2.005 -36.738 7.363 -0.1758 -0.1761 -0.7221 0.126
H -2.292 -35.462 8.342 -0.2974 0.7304 -0.0362 0.114
H -3.051 -35.559 5.297 -0.0106 -0.1909 0.1306 0.105
H -4.131 -35.564 6.739 -0.1414 0.2251 -0.4358 0.131
H -2.785 -33.219 8.167 -0.6662 -0.1772 0.5364 0.085
H -4.661 -33.284 8.005 0.4185 -0.4666 -0.2313 0.099
H -3.656 -31.932 7.387 -0.2695 0.0438 0.1681 0.099
C -0.947 -34.063 -3.700 0.2778 0.1597 0.6444 -0.082
C -0.226 -32.746 -3.293 1.6729 -1.0443 0.0690 -0.173
C 1.150 -33.070 -2.471 -2.2995 1.6882 -1.8949 -0.081
N 1.881 -31.787 -1.974 0.7027 -0.6955 0.3321 -0.201
C 2.336 -30.724 -3.052 0.1767 0.6414 -0.3682 -0.054
C 3.036 -29.432 -2.488 -1.4770 -0.6738 0.6592 -0.135
C 2.055 -28.832 -1.459 0.8205 -0.0290 0.5575 -0.191
C 1.591 -29.803 -0.355 0.4516 0.0179 -0.4981 -0.153
C 0.958 -31.090 -0.941 1.1117 1.0869 0.0929 -0.086
C 3.151 -32.415 -1.286 -0.8874 2.0960 -0.7173 0.045
H -1.081 -34.736 -2.852 -0.0476 -0.0494 0.2398 0.049
H -0.384 -34.643 -4.432 0.1522 0.1961 -0.0860 0.086
H -1.943 -33.911 -4.116 0.1409 0.2865 -0.0305 0.054
H -0.848 -32.018 -2.771 -0.0757 -0.2793 -0.0662 0.075
H 0.103 -32.316 -4.239 -0.1253 0.4741 0.1718 0.087
H 1.770 -33.596 -3.197 0.3911 0.0764 0.3732 0.131
H 0.939 -33.683 -1.595 0.1469 0.1609 0.0335 0.103
H 1.462 -30.350 -3.584 -0.5001 -0.3617 0.3420 0.108
H 2.936 -31.156 -3.853 0.1093 -0.7410 0.4639 0.133
H 3.145 -28.639 -3.228 -0.1645 -0.5872 -0.6895 0.125
H 4.054 -29.557 -2.117 -0.1456 -0.4205 0.3532 0.112
H 1.178 -28.414 -1.953 -0.0828 -0.2198 -0.3375 0.104
H 2.569 -27.971 -1.031 -0.1204 0.0389 0.3745 0.114
H 0.858 -29.262 0.244 -0.2967 -0.4256 0.0021 0.085
H 2.387 -30.040 0.351 0.2368 -0.0350 -0.1214 0.112
H 0.059 -30.727 -1.440 -0.0517 -0.7262 -0.2068 0.120
H 0.773 -31.797 -0.132 -0.2988 -0.1221 -0.2806 0.131
H 3.594 -31.581 -0.742 0.0868 -0.3997 0.3296 0.089
H 3.845 -32.664 -2.089 -0.2335 -0.3692 0.1012 0.109
H 2.845 -33.252 -0.658 0.1466 0.2326 -0.1330 0.100
C -12.808 -36.430 -3.373 -0.3136 -0.8533 0.5108 -0.068
C -11.947 -37.673 -2.835 -1.0633 1.5378 0.0082 -0.183
C -10.487 -37.711 -3.268 -0.4242 -0.1798 0.7427 -0.121
N -9.684 -38.774 -2.497 0.8698 -0.8445 -0.1068 -0.199
C -8.233 -38.724 -3.095 0.5533 0.1235 0.9844 -0.082
C -7.244 -39.591 -2.308 0.2451 -0.6392 0.7607 -0.142
C -7.170 -39.180 -0.812 0.9819 1.0223 -1.8270 -0.200
C -8.514 -39.199 -0.227 -1.6672 -1.2815 0.9041 -0.187
C -9.588 -38.409 -0.965 1.2269 1.0122 -1.1699 -0.048
C -10.248 -40.170 -2.700 -1.0210 -0.2145 0.0064 0.012
H -12.593 -35.451 -2.943 1.1078 -0.1197 -0.1374 0.043
H -13.822 -36.507 -2.980 -0.1647 -0.7223 0.0350 0.070
H -12.967 -36.352 -4.448 0.5274 -0.1218 -0.0828 0.070
H -12.463 -38.609 -3.048 -0.0312 0.1561 -0.3997 0.101
H -12.028 -37.558 -1.754 0.3005 -0.0041 0.0833 0.098
H -10.008 -36.760 -3.036 0.0415 -0.0123 0.0554 0.115
H -10.390 -37.899 -4.337 0.1333 -0.2572 0.0544 0.137
H -7.858 -37.706 -2.996 -0.4715 0.2850 0.0916 0.113
H -8.242 -38.913 -4.169 -0.4344 -0.3846 0.1415 0.136
H -6.215 -39.582 -2.668 -0.1890 0.6588 -0.7344 0.103
H -7.485 -40.650 -2.406 -0.3635 -0.1379 0.1564 0.111
H -6.788 -38.160 -0.767 0.0782 0.3358 -0.1729 0.093
H -6.397 -39.724 -0.268 -0.4261 -0.4586 0.0773 0.124
H -8.496 -38.870 0.812 -0.1875 0.1285 -0.0296 0.123
H -8.812 -40.248 -0.213 -0.3064 -0.2167 0.3137 0.118
H -9.236 -37.380 -1.033 -0.1470 0.2678 0.1177 0.113
H -10.560 -38.339 -0.476 0.0213 -0.5881 -0.3313 0.134
H -9.812 -40.994 -2.135 0.8490 0.6571 0.0597 0.100
H -10.279 -40.471 -3.747 0.4096 0.4240 -0.1013 0.114
H -11.285 -40.239 -2.372 -0.0307 0.6449 0.0796 0.096
C -10.094 -33.839 -4.848 -1.1010 0.2239 0.2152 -0.060
C -10.846 -32.484 -4.614 1.0256 0.6063 1.1878 -0.204
C -11.922 -32.592 -3.499 0.2305 0.8368 -1.7182 -0.122
N -12.562 -31.205 -3.117 0.9265 0.2414 -0.1765 -0.171
C -11.393 -30.341 -2.412 -1.7983 -1.0758 0.4537 -0.062
C -12.015 -29.181 -1.598 0.1970 -0.4674 -0.3674 -0.157
C -13.068 -29.619 -0.518 1.6994 -0.6661 -1.4363 -0.177
C -14.224 -30.329 -1.267 1.1433 -0.1385 0.3121 -0.137
C -13.727 -31.569 -2.103 0.6202 1.3185 -0.9686 -0.058
C -13.123 -30.357 -4.373 0.9956 -1.0267 1.3981 0.068
H -9.364 -33.831 -5.658 -0.1001 0.3786 0.1214 0.060
H -10.770 -34.676 -5.018 -0.2920 0.0563 -0.3217 0.056
H -9.615 -34.117 -3.910 0.3035 0.1867 0.0647 0.057
H -11.158 -31.851 -5.445 -0.3477 -0.8994 -0.5895 0.103
H -10.066 -31.828 -4.229 0.2217 0.0214 0.2097 0.074
H -11.460 -33.039 -2.619 -0.3290 0.1895 0.3297 0.098
H -12.707 -33.229 -3.905 -0.3876 0.1054 0.4012 0.120
H -10.903 -31.081 -1.779 -0.1584 -0.0166 0.3205 0.114
H -10.640 -30.051 -3.145 -0.5321 0.2437 -0.3115 0.122
H -11.171 -28.622 -1.196 -0.0031 -0.0561 0.3139 0.111
H -12.454 -28.498 -2.325 -0.2893 0.1606 0.0861 0.107
H -12.573 -30.334 0.140 0.0698 -0.2483 0.0903 0.097
H -13.291 -28.760 0.115 -0.6879 0.0275 -0.3374 0.103
H -14.916 -30.668 -0.496 -0.4078 -0.1211 -0.4769 0.115
H -14.650 -29.557 -1.908 -0.5268 -0.3496 -0.0558 0.105
H -13.398 -32.429 -1.520 0.4082 0.4160 0.3574 0.114
H -14.461 -31.976 -2.799 -0.4319 0.3133 0.2268 0.124
H -12.286 -29.921 -4.919 0.1975 0.0580 0.4269 0.092
H -13.752 -29.578 -3.943 -0.0175 -0.2436 -0.2508 0.084
H -13.623 -30.987 -5.109 -0.3095 -0.2486 0.5755 0.104
C -8.602 -32.039 1.596 -0.2221 0.8806 0.3321 -0.090
C -7.680 -32.130 0.402 -0.3730 -1.2887 -1.3834 -0.218
C -6.936 -33.457 0.313 0.3658 0.2807 0.1741 -0.099
N -6.104 -33.623 -1.030 1.0824 -2.7155 0.8377 -0.135
C -4.623 -33.247 -0.618 -0.4601 1.9041 -2.0341 -0.063
C -3.648 -32.981 -1.819 -0.3485 0.5782 -0.5787 -0.128
C -4.330 -32.289 -3.069 1.1954 -1.0674 1.0050 -0.141
C -5.657 -32.935 -3.414 0.9742 0.0321 -0.8332 -0.177
C -6.603 -32.835 -2.286 -1.0042 -0.2372 1.7939 -0.089
C -6.179 -35.177 -1.327 -0.9846 0.4478 -0.0530 0.031
H -9.220 -32.920 1.769 0.4427 -0.2518 0.1063 0.089
H -9.352 -31.266 1.432 -0.0017 0.1645 -0.3878 0.055
H -8.067 -31.683 2.476 0.0606 -0.5230 0.2430 0.057
H -6.991 -31.294 0.287 -0.1016 0.1247 0.1754 0.116
H -8.309 -32.224 -0.484 -0.3179 0.7669 -0.0854 0.094
H -7.607 -34.303 0.461 -0.2526 0.0687 -0.7355 0.127
H -6.280 -33.553 1.178 0.7520 -0.0376 -0.4472 0.108
H -4.870 -32.260 -0.228 0.6360 -0.0241 0.5304 0.097
H -4.160 -33.874 0.145 -0.7726 -0.2762 -0.0503 0.109
H -2.851 -32.299 -1.524 -0.4167 0.3856 0.7456 0.087
H -2.987 -33.803 -2.096 -0.8941 -0.7793 -0.2356 0.073
H -4.387 -31.213 -2.906 -0.5024 0.0910 0.2662 0.116
H -3.641 -32.337 -3.912 -0.0496 -0.2842 0.0063 0.077
H -5.987 -32.397 -4.302 -0.7829 -0.0655 0.2230 0.103
H -5.518 -33.977 -3.703 0.1387 -0.0624 -0.1308 0.107
H -6.777 -31.788 -2.036 0.3183 -0.0135 0.4055 0.126
H -7.600 -33.253 -2.426 0.0396 -0.1639 -0.4031 0.125
H -5.931 -35.753 -0.435 0.5409 0.4063 0.0749 0.078
H -5.712 -35.571 -2.230 0.9463 0.7348 0.1887 0.072
H -7.209 -35.475 -1.521 -0.4876 0.6921 0.2270 0.083
C -16.437 -28.759 5.813 0.3038 -0.0250 -0.0863 -0.073
C -14.917 -28.664 6.123 -0.8912 -0.1538 -0.8711 -0.209
C -14.079 -29.450 5.100 1.9578 -0.4211 0.9428 -0.097
N -12.561 -29.077 5.177 0.6513 0.9943 -1.6666 -0.233
C -11.887 -29.608 6.489 -1.1608 1.4744 -0.4654 -0.074
C -10.431 -29.242 6.497 0.6147 -0.4951 -1.2643 -0.153
C -9.780 -29.938 5.290 1.2055 -0.5686 0.9380 -0.195
C -10.349 -29.559 3.955 -0.4887 0.9373 -0.5978 -0.163
C -11.866 -29.673 3.913 -0.4626 -1.2175 1.6262 -0.093
C -12.488 -27.549 5.003 0.3044 -0.6177 1.0146 0.017
H -16.900 -29.620 6.294 -0.0511 0.1846 0.0394 0.082
H -16.644 -28.833 4.745 0.1982 -0.0962 -0.1033 0.074
H -16.913 -27.825 6.113 -0.1328 -0.2711 0.3239 0.081
H -14.741 -29.006 7.143 0.1608 -0.0891 -0.1036 0.116
H -14.694 -27.597 6.095 0.2368 -0.2079 -0.0972 0.094
H -14.307 -29.397 4.035 -0.4750 0.6527 0.1914 0.126
H -13.977 -30.519 5.287 -0.7624 -0.1367 0.3196 0.131
H -12.156 -30.664 6.515 0.2569 0.0564 0.2093 0.144
H -12.367 -29.014 7.266 -0.4057 -0.5228 0.1626 0.129
H -9.847 -29.527 7.372 -0.6488 -0.2008 0.2883 0.133
H -10.365 -28.155 6.458 0.1780 0.0762 -0.1664 0.116
H -9.768 -31.009 5.493 -0.6734 -0.3091 -0.1624 0.121
H -8.703 -29.775 5.314 0.0800 0.5395 -0.2564 0.117
H -10.016 -30.182 3.125 0.3321 -0.0266 0.1995 0.095
H -9.982 -28.549 3.773 -0.2514 0.1768 -0.3831 0.119
H -12.046 -30.747 3.967 -0.2404 -0.2391 0.3091 0.137
H -12.446 -29.412 3.027 0.4541 0.8226 0.0163 0.125
H -12.738 -27.141 5.982 -0.4519 0.2615 -0.3660 0.101
H -13.167 -27.297 4.189 -0.0641 0.1401 0.3474 0.118
H -11.506 -27.122 4.798 0.1449 -0.7438 -0.2846 0.099
C -2.645 -40.760 -2.135 0.7363 0.5471 1.0510 -0.052
C -1.787 -39.601 -1.407 -0.8496 -1.1533 -1.2490 -0.203
C -2.370 -39.100 -0.091 0.5590 0.9065 -1.6683 -0.102
N -1.557 -37.842 0.417 0.6324 -2.1628 1.2880 -0.189
C -1.997 -36.577 -0.343 1.3210 -0.4522 1.4757 -0.078
C -1.377 -35.369 0.413 -0.9007 0.8230 -0.8367 -0.163
C -1.713 -35.236 1.907 1.2398 -0.5498 0.0275 -0.175
C -1.270 -36.532 2.683 -2.0874 0.2730 -1.4065 -0.122
C -1.880 -37.829 1.980 1.2263 2.3487 -0.3008 -0.045
C -0.001 -38.061 0.271 -1.0858 1.4213 0.3870 0.030
H -2.206 -41.729 -1.894 -0.3878 -0.0653 0.3982 0.068
H -2.646 -40.746 -3.225 0.2729 0.6920 0.0968 0.067
H -3.689 -40.680 -1.831 -0.0046 -0.2709 0.1080 0.058
H -1.846 -38.790 -2.133 0.6070 0.2052 0.0947 0.086
H -0.781 -39.984 -1.240 0.0491 0.2154 -0.3619 0.098
H -2.432 -39.896 0.652 0.0360 0.4794 0.2763 0.140
H -3.327 -38.673 -0.390 -0.3282 -0.2177 0.7785 0.121
H -3.084 -36.576 -0.433 0.0266 0.1087 0.4785 0.118
H -1.620 -36.721 -1.356 0.0972 0.2637 0.0430 0.109
H -1.757 -34.482 -0.093 -0.2900 0.1525 -0.0489 0.081
H -0.310 -35.239 0.232 0.2206 -0.6253 0.0953 0.102
H -2.719 -34.842 2.050 -0.3690 -0.8708 0.0742 0.094
H -1.122 -34.435 2.352 0.2842 0.2250 -0.3259 0.098
H -1.702 -36.409 3.676 0.0921 -0.6007 0.1431 0.084
H -0.184 -36.545 2.774 -0.0624 -0.1990 -0.0907 0.103
H -2.968 -37.823 2.056 0.1936 -0.1714 0.0309 0.088
H -1.409 -38.692 2.452 -0.2892 -0.2768 -0.5163 0.128
H 0.323 -38.990 0.740 -0.3437 -0.0510 -0.3910 0.113
H 0.486 -37.237 0.792 -0.2731 -0.1448 0.4064 0.075
H 0.351 -37.878 -0.745 -0.5187 -0.7631 -0.1913 0.106
C -6.129 -27.889 -1.632 0.5551 -0.3758 0.4230 -0.107
C -5.464 -26.693 -2.289 0.4900 -0.1849 -0.5645 -0.198
C -3.907 -26.763 -2.511 -0.4358 -0.8211 1.4308 -0.069
N -3.067 -26.243 -1.300 1.8170 0.8884 0.0069 -0.213
C -1.538 -26.449 -1.602 -0.2256 -0.3399 -0.1582 -0.081
C -0.591 -26.026 -0.478 -0.4348 0.3196 0.9444 -0.163
C -0.887 -26.718 0.853 0.1067 -0.3635 -0.7037 -0.196
C -2.357 -26.613 1.205 0.2726 1.2724 -0.5334 -0.145
C -3.324 -26.968 0.061 -0.8573 -0.1524 -0.6860 -0.065
C -3.286 -24.710 -1.243 0.6582 -1.4228 0.5933 0.042
H -7.191 -27.862 -1.875 0.0041 -0.0757 0.2974 0.078
H -5.951 -27.943 -0.558 -0.3082 -0.0222 0.1039 0.056
H -5.716 -28.805 -2.055 -0.0801 -0.1007 -0.1119 0.071
H -5.795 -25.765 -1.823 0.2433 0.1118 0.0487 0.101
H -5.978 -26.716 -3.250 0.6862 0.4906 -0.4931 0.119
H -3.577 -26.265 -3.423 0.0569 0.3549 0.3257 0.134
H -3.546 -27.788 -2.597 -0.3761 -0.1881 -0.2260 0.113
H -1.387 -27.517 -1.763 -0.3656 -0.1367 -0.1679 0.122
H -1.313 -25.949 -2.544 -0.1558 0.0763 0.0348 0.139
H 0.463 -26.232 -0.669 -0.1490 0.0519 -0.8145 0.113
H -0.662 -24.958 -0.270 0.1280 0.1750 -0.3258 0.107
H -0.557 -27.756 0.816 -0.1381 -0.1559 -0.0171 0.082
H -0.299 -26.231 1.630 -0.0294 -0.0590 0.0660 0.126
H -2.452 -27.152 2.147 -0.9873 -0.1913 -0.3035 0.121
H -2.484 -25.546 1.389 -0.3545 0.1148 0.4862 0.112
H -3.339 -28.048 -0.086 0.3579 -0.0478 -0.5858 0.117
H -4.379 -26.727 0.197 0.1443 0.2054 0.8156 0.112
H -3.089 -24.355 -2.255 -0.4236 0.1045 0.1396 0.115
H -2.522 -24.298 -0.584 -0.3245 0.0614 -0.0035 0.084
H -4.282 -24.515 -0.844 0.1420 0.1071 -0.3336 0.101
C -7.880 -36.080 -8.068 0.7570 -0.4121 -0.7161 -0.100
C -7.106 -34.738 -8.098 -0.4753 -1.4493 1.2828 -0.215
C -5.569 -34.987 -8.000 -2.9402 2.0232 -0.2456 -0.072
N -4.840 -33.576 -8.027 0.9558 -1.8845 -0.8238 -0.186
C -5.360 -32.455 -9.027 0.2184 -1.6450 -0.6150 -0.047
C -4.317 -31.389 -9.306 -1.2264 0.7795 1.2510 -0.188
C -3.004 -31.973 -9.622 1.6518 0.1734 -0.4094 -0.202
C -2.452 -33.008 -8.612 -0.0593 1.7260 -1.6600 -0.150
C -3.456 -34.114 -8.416 1.5061 1.3990 -0.1549 -0.128
C -4.765 -33.051 -6.646 0.6750 0.5911 -0.3485 -0.006
H -7.590 -36.612 -8.974 -0.2534 -0.1444 -0.2624 0.073
H -8.963 -35.957 -8.101 0.0962 0.1782 0.1018 0.073
H -7.613 -36.797 -7.291 0.0476 0.3976 0.4708 0.068
H -7.437 -34.202 -7.209 0.0814 0.5539 -0.1456 0.087
H -7.503 -34.267 -8.997 0.7087 0.4670 0.0326 0.113
H -5.322 -35.673 -8.810 0.6873 0.5626 -0.0907 0.132
H -5.331 -35.442 -7.038 0.1909 0.1048 -0.1058 0.110
H -5.505 -33.014 -9.951 -0.1471 -0.1684 -0.0735 0.132
H -6.339 -32.087 -8.719 0.2513 -0.0718 0.5038 0.114
H -4.615 -30.747 -10.135 -0.5004 -0.3295 -0.1785 0.136
H -4.309 -30.672 -8.485 0.3256 -0.1215 0.3613 0.112
H -3.050 -32.350 -10.643 -0.0285 -0.7250 -0.0225 0.121
H -2.287 -31.161 -9.746 0.1464 0.0886 0.3191 0.123
H -1.530 -33.343 -9.086 -0.0508 -0.6579 0.2251 0.125
H -2.116 -32.467 -7.728 -0.3750 -0.2107 0.3791 0.108
H -3.528 -34.686 -9.341 -0.2895 0.0791 0.1367 0.137
H -2.976 -34.712 -7.641 -1.1351 -0.5873 0.2953 0.135
H -4.103 -33.742 -6.124 -0.8383 -0.1260 0.6431 0.086
H -5.772 -32.825 -6.296 0.1911 -0.4684 0.2221 0.090
H -4.210 -32.112 -6.640 -0.1609 0.1864 -0.2749 0.100
P -3.898 -37.258 -4.571 -0.4531 -1.0322 -0.8141 0.252
F -2.316 -37.500 -4.802 -0.3484 0.4923 1.0857 -0.152
F -3.833 -35.636 -4.944 0.3801 -1.1047 0.8437 -0.194
F -4.018 -37.576 -6.185 -1.0611 0.3409 1.0574 -0.175
F -5.501 -37.098 -4.309 -0.3419 1.1969 -0.6687 -0.189
F -4.217 -38.800 -4.183 1.2136 -0.5581 -0.5373 -0.173
F -3.671 -37.015 -2.950 0.4752 0.8674 -0.6004 -0.194
P -1.563 -29.582 -5.327 0.4415 2.2145 -1.2695 0.145
F -0.904 -28.049 -5.658 0.3666 -2.1388 0.4085 -0.210
F -2.875 -28.722 -4.957 -0.7746 -0.6928 0.5375 -0.162
F -2.066 -29.746 -6.823 0.2696 0.3791 -0.7659 -0.130
F -2.225 -30.993 -5.034 -1.1766 -1.1917 0.6771 -0.156
F -0.180 -30.367 -5.642 0.4624 0.6100 -0.4026 -0.165
F -1.111 -29.546 -3.788 0.5236 0.7205 1.2341 -0.179
P -2.688 -30.978 1.894 -1.5432 -0.5101 0.2667 0.240
F -1.328 -30.131 1.488 -1.3709 -0.9745 0.0164 -0.160
F -3.178 -29.780 2.915 0.7912 -0.0569 -1.0200 -0.177
F -3.582 -30.439 0.684 0.2348 1.8017 -0.3922 -0.155
F -4.024 -31.782 2.383 -0.5007 -0.6195 -0.1155 -0.190
F -2.374 -32.232 0.822 1.1823 0.5061 1.3059 -0.193
F -1.958 -31.711 3.106 1.3077 -0.1124 -0.1450 -0.146
P -7.998 -29.931 -6.533 0.6078 3.9576 0.9590 0.203
F -9.557 -29.538 -6.315 -0.9367 -1.4111 -0.2419 -0.187
F -7.790 -28.984 -5.201 0.7255 -1.1835 0.7059 -0.213
F -8.171 -31.348 -5.709 0.2774 0.7439 0.3113 -0.190
F -6.346 -30.130 -6.567 -1.3931 -0.4477 -0.3469 -0.186
F -8.268 -30.719 -7.851 0.1194 -0.7716 -1.0565 -0.118
F -7.894 -28.511 -7.393 0.6450 -1.2787 0.0089 -0.192
P -5.802 -37.254 2.826 -2.8960 -0.7044 1.7226 0.146
F -6.726 -38.195 3.820 1.1512 -0.7823 -0.5696 -0.175
F -6.861 -36.139 3.380 1.6165 2.0067 -0.4249 -0.170
F -4.735 -36.971 4.006 0.0469 0.3129 -0.0046 -0.151
F -4.914 -36.326 1.824 0.3435 0.9735 0.4550 -0.175
F -5.015 -38.537 2.344 1.0260 -0.8205 -0.1522 -0.135
F -6.793 -37.416 1.605 -1.0709 -0.6097 -1.2314 -0.147
N -11.100 -34.492 -0.057 0.6727 2.1597 -1.2716 -0.687
O -11.605 -35.276 0.662 -1.7427 -2.7856 2.5205 0.028
O -10.330 -34.841 -0.950 1.6631 -0.8750 -1.8783 -0.084
O -11.336 -33.273 0.051 -0.4329 1.6898 0.1765 -0.097
```
Forces are in eV/Å.

Output
Frontier orbital gap = 0.2959 Ha
Total charge = +3
E_tot = -8670.293524 Eh
Multiplicity = 1